No. 1
ORCA calculation (wB97M-V/def2-TZVPD) on 4 unconnected molecules or ions with the total composition C21H36O8Si in a non-equilibrium geometry.

Geometry as XYZ:
```
66
Properties=species:S:1:pos:R:3
Si 0.363 0.849 -0.297
O -2.963 -2.833 1.429
O 0.793 4.696 0.281
O 1.197 -0.791 -4.420
O 0.536 3.071 1.828
O 3.969 -0.318 3.162
O 3.537 -2.504 3.426
O 0.756 1.264 -5.192
O -3.062 -0.936 2.611
C -3.302 1.164 0.053
C 0.918 -0.077 -5.333
C 5.998 -0.151 4.349
C 1.413 -1.303 1.305
C 0.317 1.845 -6.432
C -3.312 -0.563 3.976
C 0.651 -0.475 -6.773
C 0.747 0.859 -7.510
C 1.338 2.481 -0.428
C -4.073 -0.782 -1.329
C 1.621 -0.432 0.249
C -4.156 -1.694 4.551
C 0.871 3.514 0.566
C -2.817 -0.017 -0.819
C -3.199 -2.276 2.457
C 4.285 -1.583 3.542
C -2.012 0.510 -2.021
C 5.113 0.540 3.322
C -0.475 0.358 -1.930
C -3.641 -2.900 3.768
C 5.706 -1.622 4.073
H 5.668 0.107 5.356
H -4.408 -3.648 3.595
H 5.601 0.645 2.351
H -0.768 1.967 -6.390
H -5.207 -1.526 4.316
H -3.825 0.396 3.993
H -0.399 2.853 1.846
H 4.774 1.519 3.653
H -4.319 1.015 0.400
H 2.564 -0.490 -0.295
H -0.349 -0.907 -6.833
H 0.140 0.917 -8.411
H 1.887 -1.094 2.250
H -3.278 2.107 -0.481
H -2.262 -0.729 -0.219
H 0.776 2.824 -6.545
H -2.237 1.550 -2.238
H -0.150 -0.646 -2.172
H 1.784 1.049 -7.792
H -4.110 -0.838 -2.413
H 1.387 -1.198 -7.111
H -0.057 0.991 -2.711
H -0.630 0.898 0.787
H -2.772 -3.359 4.242
H -4.045 -1.805 -0.965
H -4.999 -0.329 -0.995
H -2.317 -0.034 -2.913
H 0.721 -2.138 1.224
H -4.065 -1.789 5.631
H -2.351 -0.460 4.486
H 1.293 2.934 -1.408
H 5.763 -2.238 4.966
H -2.697 1.232 0.952
H 2.370 2.241 -0.179
H 6.354 -2.031 3.297
H 7.048 0.120 4.261
```

The calculation puts the molecular weight at 444.6 g/mol. The value obtained for the frontier orbital gap is 0.266 Eh. The structure (SMILES) is C=C[Si@H](CCC(C)C)CC(=O)O.O=C1CCCO1.O=C1CCCO1.O=C1CCCO1. The calculation puts the total energy at -46615.70006 eV. The HOMO energy comes out at -6.8 eV.

***

No. 2
ORCA calculation (wB97M-V/def2-TZVPD) on a single C4H12N2O molecule in a non-equilibrium geometry.

Geometry as XYZ:
```
19
Properties=species:S:1:pos:R:3
O 2.008 -1.277 0.005
N 1.174 -0.436 -0.816
N -0.663 -0.562 0.725
C -1.716 -1.322 0.086
C 0.226 0.341 -0.008
C -0.554 1.227 -0.976
C 0.984 1.196 1.008
H -2.332 -1.763 0.869
H -2.357 -0.677 -0.512
H 1.699 1.828 0.486
H -1.355 1.727 -0.438
H 0.117 1.963 -1.409
H 2.888 -0.883 -0.056
H 1.524 0.568 1.713
H -0.128 -1.121 1.380
H -1.331 -2.135 -0.547
H 0.522 -1.132 -1.281
H -0.986 0.647 -1.789
H 0.280 1.810 1.561
```

The calculation puts the molecular weight at 104.2 g/mol. The value obtained for the frontier orbital gap is 0.344 Eh. The structure (SMILES) is CNC(C)(C)NO. The calculation puts the total energy at -9368.66535 eV. The HOMO energy comes out at -8.3 eV. The relative energy (zero: lowest compared OMol25 entry of this formula, charge and spin) is 243.96 kJ/mol.